(1)
# C10H11B2CaF17LiMgN4O21P2S5

C10H11B2CaF17LiMgN4O21P2S5 as an isolated structure at a distorted geometry (the ωB97M-V functional and the def2-TZVPD basis, OMol25).

Geometry as XYZ:
```
75
Properties=species:S:1:pos:R:3:lowdin_charge:R:1
N -11.14182 3.69421 -1.20695 0.019
O -10.99952 3.38431 0.14980 -0.316
P -9.76971 2.30323 0.46264 0.486
O -9.82186 1.04815 -0.38046 -0.298
O -10.06887 1.77061 2.05933 -0.357
O -8.21299 2.90366 0.41029 -0.432
P -8.06913 4.55583 -0.00396 0.336
S -8.93103 5.78658 1.23060 0.199
H -10.78973 4.63878 -1.38722 0.087
H -10.69815 3.01310 -1.82596 0.095
H -9.24508 1.39982 2.43339 0.097
H -8.42427 4.78781 -1.37633 0.006
H -6.66044 4.82196 0.05486 0.005
Mg -11.62969 0.24320 1.97964 0.843
C -2.21775 -0.35000 -0.06711 -0.682
F -1.61095 -0.99323 0.92018 0.161
F -1.61150 -0.71339 -1.19243 0.156
F -3.47013 -0.84441 -0.14442 0.109
S -2.21257 1.46345 0.15842 0.653
O -0.81337 1.83300 0.18970 -0.122
O -2.92976 1.68243 1.39609 -0.186
N -3.00464 1.81430 -1.17692 -0.160
S -3.26090 3.37330 -1.41730 0.621
O -2.09882 4.16281 -1.73607 -0.196
O -4.20466 3.99577 -0.51643 -0.262
C -4.16378 3.20961 -2.99646 -0.688
F -5.27591 2.47015 -2.85717 0.120
F -3.42409 2.61352 -3.92879 0.155
F -4.53669 4.39082 -3.48206 0.151
C -4.00978 -4.09551 1.23142 -0.077
C -2.74526 -4.07695 0.50126 -0.279
N -1.75048 -4.06356 -0.07303 0.154
H -3.91136 -4.61805 2.18367 0.081
H -4.35861 -3.08454 1.44632 0.070
H -4.79137 -4.59853 0.66047 0.078
B 1.49588 0.01437 1.50016 -1.186
F 1.44298 1.43566 1.62284 0.140
F 0.57480 -0.56877 2.39587 0.101
F 1.16577 -0.35656 0.17407 0.109
F 2.80091 -0.43377 1.80578 0.120
B 7.15916 -1.99431 2.79279 -0.926
O 5.99661 -2.75492 3.29568 0.191
C 5.03861 -1.85719 3.61684 -0.396
O 3.96853 -2.14449 4.05744 0.216
C 5.54084 -0.48768 3.33293 -0.387
O 4.94643 0.53223 3.50567 0.225
O 6.78467 -0.57142 2.84348 0.246
O 8.35343 -2.25321 3.60710 0.253
C 9.29322 -2.76426 2.80693 -0.386
O 10.38892 -3.08645 3.15981 0.191
C 8.75763 -2.86838 1.42924 -0.367
O 9.33248 -3.28486 0.47130 0.194
O 7.48886 -2.41177 1.41078 0.135
Li 5.50008 -2.72730 0.98196 0.882
O -12.69157 0.97111 6.09561 -0.101
H -11.88854 1.48606 6.44726 0.101
H -13.06693 1.39985 5.26773 0.104
H -13.42809 0.84731 6.82358 -0.260
C 10.84948 -0.51052 -1.94805 -0.688
F 10.96724 -0.75576 -0.65299 0.173
F 10.04028 0.54381 -2.08417 0.145
F 12.04918 -0.13481 -2.39622 0.148
S 10.21925 -1.96031 -2.86200 0.631
O 8.91387 -2.22168 -2.30162 -0.204
O 11.19954 -2.99326 -2.65023 -0.199
N 10.21335 -1.29873 -4.32251 -0.161
S 9.70782 -2.25884 -5.46924 0.706
O 8.27050 -2.57407 -5.42898 -0.150
O 10.56868 -3.35865 -5.81142 -0.198
C 9.87226 -1.07466 -6.85635 -0.681
F 11.12992 -0.67393 -6.99788 0.174
F 9.13670 0.01647 -6.65554 0.163
F 9.49042 -1.60849 -8.00551 0.179
Ca -13.57542 0.57890 8.35354 1.180
F 6.85691 -3.75897 -5.05467 -0.047
```

Output
* E_HOMO: -0.3773 Eh
* gap between HOMO and LUMO: 1.25 eV
* net charge: +1
* LUMO level: -0.33118 hartree

(2)
# C10H11BF2I2O8P

A 3-piece molecular cluster, C10H11BF2I2O8P overall at a distorted geometry (the ωB97M-V functional and the def2-TZVPD basis, OMol25).

Geometry as XYZ:
```
35
Properties=species:S:1:pos:R:3:lowdin_charge:R:1
C -0.42186 -4.88298 2.73505 -0.007
C -1.25578 -3.93869 2.31643 -0.118
B -2.19424 -2.58697 2.07450 -0.950
C -3.44860 -2.94300 1.06947 -0.223
C -4.76578 -3.06848 2.03004 -0.720
O -5.23860 -4.18048 2.42898 -0.078
I -5.63405 -1.11232 2.62053 0.645
P -1.06169 -1.15444 1.47210 0.528
O 0.50695 -1.82831 1.17779 -0.449
I -0.75412 0.32672 3.43690 0.240
H 0.35829 -5.48188 3.34430 0.015
H -2.64615 -2.28733 3.14278 0.031
H -3.63762 -2.02301 0.39238 0.079
H -3.32335 -3.91115 0.46199 0.109
H 1.21492 -1.14496 1.23460 0.022
C -0.46680 4.05774 0.10420 -0.072
C 0.75618 3.28170 -0.26374 -0.337
O 0.30936 1.94366 -0.25095 0.106
C -1.01486 2.00212 -0.57219 -0.546
O -1.66395 1.05843 -0.91918 0.132
O -1.50641 3.27147 -0.45557 0.071
F 1.72194 3.42098 0.67841 0.067
H -0.60980 4.13194 1.18650 0.146
H -0.46453 5.06408 -0.31917 0.139
H 1.16207 3.52411 -1.25019 0.148
C 4.03500 0.88066 -2.03692 -0.063
C 3.71990 0.10007 -3.27155 -0.327
O 2.40691 0.51127 -3.58897 0.152
C 2.30297 1.78365 -3.11538 -0.522
O 1.43621 2.55189 -3.43109 0.161
O 3.30846 2.08204 -2.24311 0.069
F 3.70403 -1.22818 -3.01503 0.084
H 3.67777 0.39198 -1.12574 0.152
H 5.10289 1.08082 -1.93190 0.143
H 4.38432 0.30680 -4.11624 0.174
```

Output
* E_HOMO: -0.1514 Eh
* gap between HOMO and LUMO: 6.15 eV
* net charge: -1
* LUMO level: 0.07454 hartree

(3)
# C10H11Br21INO3

C10H11Br21INO3 as an isolated structure at a distorted geometry (the ωB97M-V functional and the def2-TZVPD basis, OMol25).

Geometry as XYZ:
```
47
Properties=species:S:1:pos:R:3:lowdin_charge:R:1
N -1.08430 -5.39644 -0.81775 0.045
C 0.00368 -4.48876 -0.33865 -0.330
O 1.20192 -5.07972 -0.93795 0.010
C 1.85692 -4.04701 -1.67191 -0.384
O 3.07171 -3.97072 -1.99163 0.103
O 0.88997 -3.03538 -1.99953 -0.130
C -0.27864 -3.10871 -1.10039 -0.557
I -0.02339 -1.22163 0.02130 0.839
H -1.14932 -6.22351 -0.19853 0.072
H -0.82296 -5.68913 -1.77813 0.103
H 0.25736 -4.49571 0.77311 0.126
H -1.17704 -3.17817 -1.81153 0.111
C -3.83988 0.96748 0.40994 -1.590
Br -2.54480 2.29715 -0.15353 0.559
Br -4.27905 -0.26793 -1.01904 0.524
Br -3.26418 0.02953 2.00601 0.514
H -4.75439 1.50160 0.66387 -0.025
C 1.17098 -2.28376 4.39831 -1.585
Br 1.96869 -3.21615 2.89481 0.563
Br 2.43424 -1.08826 5.25552 0.549
Br -0.46309 -1.36391 3.89714 0.505
H 0.89814 -3.04016 5.13291 -0.026
C -4.94193 -5.46108 -1.07936 -1.566
Br -4.39650 -6.64516 -2.51777 0.589
Br -4.25149 -6.04569 0.63681 0.573
Br -4.48319 -3.61367 -1.45371 0.488
H -6.02815 -5.51309 -1.01867 -0.023
C 5.17101 1.90939 3.52034 -1.596
Br 5.21872 1.13242 5.29765 0.530
Br 5.15099 0.54788 2.13884 0.564
Br 3.70254 3.16105 3.32035 0.533
H 6.09253 2.47638 3.39575 -0.026
C 2.87179 6.98959 1.66073 -1.600
Br 1.36686 6.09932 2.50277 0.545
Br 3.89296 5.77666 0.54385 0.547
Br 2.32092 8.57495 0.68815 0.524
H 3.53383 7.32016 2.46001 -0.023
C 4.08154 12.31250 -0.64579 -1.603
Br 5.42799 12.49644 -2.02994 0.563
Br 2.41248 11.61810 -1.35103 0.543
Br 4.72565 11.26001 0.85095 0.536
H 3.87551 13.31250 -0.26679 -0.027
C -5.17392 -4.35193 -5.57523 -1.615
Br -6.80321 -4.35267 -6.62838 0.565
Br -3.61494 -4.75411 -6.65702 0.560
Br -4.95667 -2.69848 -4.58483 0.518
H -5.26790 -5.15219 -4.84202 -0.093
```

Output
* E_HOMO: -0.3513 Eh
* gap between HOMO and LUMO: 8.96 eV
* net charge: 0
* LUMO level: -0.02198 hartree

(4)
# C10H11BrO

The molecule C10H11BrO at a distorted geometry (the ωB97M-V functional and the def2-TZVPD basis, OMol25).

Geometry as XYZ:
```
23
Properties=species:S:1:pos:R:3:lowdin_charge:R:1
C -2.68479 -2.12539 -1.16479 -0.080
C -2.55592 -2.25032 0.16287 -0.129
C -1.56105 -1.60615 -1.88828 -0.081
C -1.44047 -1.83516 0.83682 -0.092
C -0.41977 -1.21629 -1.24551 -0.045
C -0.30964 -1.40611 0.17406 -0.235
C -0.17941 1.20429 1.92824 0.059
C 0.66355 0.67322 1.16067 -0.398
C 1.20128 2.75803 0.12944 -0.104
C 0.93344 -0.81260 0.89398 -0.577
O 1.46852 1.37442 0.23084 -0.099
Br 1.39775 -1.79320 2.50304 0.721
H -3.60036 -2.36809 -1.64837 0.094
H -3.44366 -2.62679 0.70343 0.119
H -1.35104 -1.87962 -2.90867 0.100
H -1.50469 -1.98929 1.98596 0.129
H 0.31526 -0.56745 -1.78625 0.132
H -0.23862 2.27734 1.98088 0.068
H -0.83950 0.61877 2.51325 0.073
H 1.59862 3.16969 -0.73424 0.066
H 1.32591 3.47886 1.04531 0.135
H 0.18454 2.84538 -0.03324 0.055
H 1.84114 -0.98755 0.30777 0.087
```

Output
* SMILES string: C=C(OC)[C@@H](Br)c1ccccc1
* E_HOMO: -0.3335 Eh
* gap between HOMO and LUMO: 9.84 eV
* net charge: 0
* LUMO level: 0.02825 hartree

(5)
# C10H11BrO

A 2-piece molecular cluster, C10H11BrO overall at a distorted geometry (the ωB97M-V functional and the def2-TZVPD basis, OMol25).

Geometry as XYZ:
```
23
Properties=species:S:1:pos:R:3:lowdin_charge:R:1
C 0.20472 -2.47355 1.10002 -0.118
C 0.60245 -2.46302 -0.22024 -0.095
C -0.94967 -1.84000 1.44348 -0.101
C 0.11044 -1.46521 -1.08493 -0.041
C -1.55980 -1.03184 0.55282 -0.086
C -1.19159 -0.90860 -0.79046 -0.294
C 0.28305 1.96198 0.81161 -0.182
C 1.31318 1.54595 -0.26544 -0.132
C 0.40073 2.69936 -0.41449 -0.039
C -1.89946 -0.23656 -1.74839 -0.675
O -1.48828 -0.07754 -3.02702 -0.032
Br -3.64508 0.55193 -1.46734 0.742
H 0.63406 -3.32383 1.79680 0.145
H 1.66999 -2.89878 -0.40149 0.136
H -1.17249 -1.80781 2.44730 0.088
H 0.52770 -1.35703 -2.11128 0.126
H -2.37932 -0.48398 0.86512 0.066
H -0.58809 1.29787 1.08977 0.105
H 0.65436 2.43878 1.65023 0.062
H 2.35613 1.29907 -0.22687 0.087
H 0.83674 0.56184 -0.61424 0.071
H -0.32944 3.10605 -1.04341 0.059
H -1.36564 0.83197 -3.30954 0.107
```

Output
* E_HOMO (alpha / beta): -0.2678 / -0.3037 Eh
* gap between HOMO and LUMO (alpha / beta): 7.49 / 7.47 eV
* net charge: 0
* LUMO level (alpha / beta): 0.00750 / -0.02933 hartree

(6)
# C10H11Cl16NO

C10H11Cl16NO as an isolated structure at a distorted geometry (the ωB97M-V functional and the def2-TZVPD basis, OMol25).

Geometry as XYZ:
```
39
Properties=species:S:1:pos:R:3:lowdin_charge:R:1
N -3.09705 3.30956 4.76292 -0.013
C -2.41117 2.62206 3.75226 -0.115
C -1.44120 1.83410 4.37801 -0.124
C -1.55599 2.05524 5.74389 -0.129
C -2.56428 2.99941 5.96820 -0.142
H -3.75250 4.06108 4.60258 0.144
H -2.73628 2.75138 2.73050 0.096
H -0.67265 1.23582 3.91132 0.091
H -0.96955 1.56858 6.50917 0.088
H -2.92074 3.54654 6.82842 0.104
C -3.40280 3.09100 -8.69484 -1.974
Cl -2.70009 1.55209 -9.00114 0.534
Cl -5.03780 3.18357 -9.45377 0.487
Cl -3.73335 3.33658 -6.90119 0.463
Cl -2.16341 4.19730 -9.40557 0.490
C -1.50906 -9.75430 2.63640 -1.989
Cl -2.55425 -8.44175 2.16667 0.539
Cl -2.23660 -10.43634 4.15697 0.460
Cl -1.25569 -10.99021 1.32903 0.498
Cl 0.07143 -9.17039 3.20933 0.491
C 8.02606 -2.47384 2.03062 -2.081
Cl 9.21640 -2.27632 0.72204 0.495
Cl 6.44812 -2.91534 1.31766 0.500
Cl 8.54972 -3.85156 2.94198 0.536
Cl 7.95033 -0.98794 2.94517 0.550
C 1.93375 8.30489 -2.39726 -1.974
Cl 0.81872 9.24497 -1.32017 0.483
Cl 1.25924 6.70445 -2.84402 0.511
Cl 2.16688 9.34213 -3.84624 0.472
Cl 3.56484 8.15069 -1.71531 0.508
C -0.37290 -1.44644 -2.31742 -0.076
C -0.39580 -2.77958 -1.50349 -0.341
O -0.23651 -3.92664 -2.30400 -0.066
H -0.38228 -0.50922 -1.76099 0.068
H -1.07934 -1.46629 -3.14728 0.075
H 0.68209 -1.39290 -2.58617 0.062
H -1.41147 -2.78568 -1.10792 0.088
H 0.06766 -2.73510 -0.51794 0.105
H -0.16257 -4.75145 -1.81838 0.085
```

Output
* E_HOMO: -0.3001 Eh
* gap between HOMO and LUMO: 8.09 eV
* net charge: 0
* LUMO level: -0.00267 hartree

no.,E_tot (eV)
1,-203876.808
2,-58529.627
3,-1497169.921
4,-82635.956
5,-82632.094
6,-214441.049